1.
Computed, not measured: 8 unconnected molecules or ions with the total composition H16O8, with wB97M-V/def2-TZVPD.

orbital gap: 10.67 eV
maximum force: 0.83 eV Å⁻¹
SMILES: O.O.O.O.O.O.O.O
HOMO level: -10.75 eV

Cartesian coordinates (Å):
O (-14.53, 9.27, -5.30)
H (-14.36, 10.21, -5.25)
H (-14.12, 8.91, -4.51)
O (-13.40, 9.31, -8.93)
H (-14.30, 9.64, -8.97)
H (-13.48, 8.37, -9.05)
O (-19.81, 8.11, -5.05)
H (-20.51, 8.48, -4.52)
H (-19.57, 8.81, -5.66)
O (-18.46, 9.20, -9.34)
H (-18.79, 8.34, -9.60)
H (-17.85, 9.01, -8.62)
O (-15.66, 10.64, -8.85)
H (-15.71, 11.38, -9.46)
H (-16.02, 10.97, -8.03)
O (-14.10, 6.44, -5.71)
H (-14.47, 7.31, -5.87)
H (-14.81, 5.83, -5.92)
O (-16.52, 8.33, -7.00)
H (-15.83, 8.94, -7.28)
H (-16.68, 8.56, -6.08)
O (-17.93, 6.02, -4.49)
H (-17.80, 5.98, -3.54)
H (-18.35, 6.87, -4.63)

***

2.
Computed, not measured: a molecular structure, H16O8Zr in a non-equilibrium geometry, with wB97M-V/def2-TZVPD.

orbital gap: 12.03 eV
maximum force: 2.11 eV Å⁻¹
charge: +4
HOMO level: -29.17 eV

Cartesian coordinates (Å):
Zr (19.37, 4.80, -2.08)
O (20.31, 5.75, -3.75)
H (20.52, 6.69, -4.10)
H (20.85, 5.16, -4.27)
O (19.59, 6.92, -1.49)
H (20.27, 7.37, -0.99)
H (19.24, 7.64, -2.03)
O (17.81, 5.08, -0.56)
H (17.59, 4.56, 0.25)
H (17.28, 5.87, -0.37)
O (21.36, 5.02, -1.33)
H (21.67, 4.62, -0.53)
H (22.06, 5.57, -1.69)
O (20.48, 3.08, -3.02)
H (20.10, 2.27, -3.34)
H (21.43, 2.95, -3.00)
O (17.89, 3.31, -2.58)
H (17.57, 2.61, -1.98)
H (17.43, 3.17, -3.45)
O (19.66, 3.32, -0.45)
H (19.73, 3.51, 0.50)
H (19.85, 2.36, -0.51)
O (17.81, 5.89, -3.20)
H (16.88, 5.87, -3.07)
H (17.93, 6.34, -4.08)